# 1
Molecular formula: C3H9N2O
Method: DFT, ωB97M-V/def2-TZVPD

Cartesian coordinates (Å):
C -0.776 -0.523 0.773
C 1.226 0.138 -0.745
C -0.884 -0.199 -1.694
N -0.825 0.757 0.452
N -0.138 -0.030 -0.507
O 0.459 -0.428 2.979
H -0.429 -0.623 2.909
H 1.708 0.477 0.183
H 1.639 -0.792 -1.057
H 1.432 0.959 -1.499
H -1.371 0.743 -2.040
H -0.362 -0.361 -2.599
H -1.682 -0.899 -1.699
H -0.878 1.774 0.866
H 0.880 -0.992 3.679

As for the energy above the lowest of the compared OMol25 structures with the same formula, charge and spin: 6.716 eV. The electronic energy comes out at -304.003540 Ha. The HOMO energy is -15.06 eV. The net charge is +1.

Here are the natural (NBO) charges for atoms 1 to 5, given in e: C 0.44; C -0.44; C -0.47; N -0.45; N -0.14

# 2
Molecular formula: C29H47N6O3S4
Method: DFT, ωB97M-V/def2-TZVPD

Cartesian coordinates (Å):
C -6.580 2.455 -2.487
C -5.670 3.270 -3.424
O -6.463 4.066 -4.301
C -4.816 2.383 -4.312
N -3.757 1.659 -3.555
C -3.510 0.391 -3.814
C -2.490 -0.247 -3.124
C -1.762 0.449 -2.181
C -0.645 -0.218 -1.475
C -1.041 -0.807 -0.103
C -2.100 -1.906 -0.201
S -3.449 -1.712 1.011
C -2.637 -1.465 2.548
S -3.213 -0.390 3.596
N -1.520 -2.277 2.853
C -0.195 -1.882 2.887
C 0.484 -3.012 3.242
N -0.360 -4.067 3.418
C -1.559 -3.602 3.173
C -2.127 1.804 -1.983
C -1.421 2.721 -1.026
C -2.378 3.368 -0.012
C -2.693 2.585 1.262
S -1.578 2.782 2.692
C 0.114 2.754 2.138
S 0.886 1.435 1.597
N 0.772 3.963 2.281
C 0.297 5.259 2.139
C 1.354 6.063 2.420
N 2.460 5.320 2.748
C 2.107 4.075 2.656
N -3.104 2.378 -2.666
H -7.567 2.895 -2.507
H -6.199 2.479 -1.471
H -6.608 1.417 -2.812
H -5.065 3.972 -2.867
H -7.034 3.473 -4.802
H -4.305 2.985 -5.058
H -5.415 1.650 -4.839
H -4.062 -0.141 -4.568
H -2.260 -1.275 -3.346
H 0.193 0.457 -1.331
H -0.279 -1.059 -2.062
H -1.442 0.014 0.491
H -0.151 -1.145 0.408
H -1.640 -2.876 -0.037
H -2.596 -1.914 -1.162
H 0.144 -0.891 2.665
H 1.551 -3.051 3.366
H -2.447 -4.202 3.223
H -1.035 3.532 -1.643
H -0.553 2.247 -0.589
H -3.325 3.513 -0.527
H -2.000 4.350 0.247
H -2.876 1.537 1.033
H -3.639 2.957 1.642
H -0.708 5.485 1.855
H 1.309 7.135 2.414
H 2.743 3.234 2.841
C 4.006 -4.079 -2.817
C 3.275 -2.913 -2.176
O 1.883 -3.132 -2.002
C 1.519 -4.232 -1.181
C 2.038 -4.137 0.244
H 3.569 -4.319 -3.787
H 5.057 -3.826 -2.960
H 3.963 -4.978 -2.201
H 3.353 -2.039 -2.823
H 3.741 -2.644 -1.227
H 1.829 -5.173 -1.646
H 0.426 -4.237 -1.168
H 3.127 -4.133 0.286
H 1.683 -4.985 0.831
H 1.687 -3.218 0.719
C 4.987 0.338 1.090
C 4.213 -0.810 1.715
O 4.860 -2.063 1.625
C 6.132 -2.159 2.250
C 6.109 -1.883 3.742
H 5.194 0.130 0.039
H 4.409 1.261 1.156
H 5.942 0.507 1.588
H 3.264 -0.932 1.186
H 3.962 -0.584 2.759
H 6.853 -1.507 1.746
H 6.462 -3.182 2.075
H 5.791 -0.864 3.968
H 7.106 -2.020 4.162
H 5.423 -2.565 4.246

The electronic energy comes out at -3279.890042 Ha. The HOMO energy is -10.96 eV. The net charge is +1.

Here are the Mulliken charges for atoms 1 to 5, given in e: C -1.13; C 0.28; O -0.58; C -0.80; N 0.50

# 3
Molecular formula: C19H60AsCsF6N6O11
Method: DFT, ωB97M-V/def2-TZVPD

Cartesian coordinates (Å):
Cs -2.022 1.714 -2.967
As -0.100 0.121 0.200
F -0.212 1.653 -0.646
F -1.281 -0.602 -0.914
F 0.033 -1.398 1.060
F 1.078 0.887 1.279
F -1.386 0.700 1.253
F 1.181 -0.369 -0.883
C 0.883 -1.197 -4.204
O 0.003 -0.142 -4.611
H 1.902 -1.065 -4.567
H 0.903 -1.212 -3.115
H 0.502 -2.180 -4.489
H 0.290 0.117 -5.492
C -4.299 0.241 1.356
O -5.662 -0.037 1.640
H -3.702 -0.665 1.292
H -4.223 0.677 0.348
H -3.880 0.973 2.048
H -6.133 0.793 1.727
C 1.004 3.898 2.227
O 0.213 4.948 2.810
H 2.061 4.086 2.422
H 0.660 2.935 2.592
H 0.889 3.919 1.142
H 0.227 4.772 3.757
C 2.418 -1.564 3.844
O 1.083 -1.995 3.541
H 2.610 -1.629 4.910
H 3.142 -2.199 3.320
H 2.543 -0.557 3.438
H 0.936 -1.691 2.632
C 2.456 -4.397 0.308
O 1.545 -5.220 0.271
N 3.776 -4.785 0.259
N 2.278 -3.052 0.361
H 4.490 -4.085 0.236
H 4.031 -5.721 0.510
H 1.315 -2.771 0.250
H 3.032 -2.419 0.536
C -1.071 1.285 4.759
O -0.858 1.205 5.969
N -1.581 2.422 4.166
N -0.802 0.287 3.889
H -1.984 3.105 4.783
H -1.900 2.367 3.217
H -0.987 0.407 2.898
H -0.309 -0.514 4.252
C -2.859 3.641 0.582
O -3.227 3.063 -0.448
N -3.580 3.678 1.723
N -1.644 4.257 0.650
H -3.228 4.103 2.558
H -4.508 3.300 1.725
H -1.381 4.600 1.559
H -1.017 4.213 -0.125
C 4.486 0.609 -1.113
C 4.633 1.237 0.257
C 4.311 2.725 0.284
O 3.819 0.474 1.129
H 3.472 0.715 -1.502
H 4.809 -0.430 -1.133
H 5.121 1.128 -1.846
H 5.641 1.089 0.656
H 4.229 3.127 1.294
H 3.355 2.982 -0.186
H 5.081 3.281 -0.256
H 2.878 0.643 0.975
C -0.046 -6.812 4.103
C 0.206 -5.511 3.384
C -1.026 -4.999 2.647
O 0.534 -4.553 4.408
H 0.787 -7.077 4.755
H -0.029 -7.639 3.383
H -1.002 -6.840 4.622
H 1.018 -5.500 2.653
H -1.880 -4.995 3.332
H -1.327 -5.714 1.872
H -0.967 -4.025 2.164
H 0.556 -3.658 4.016
C 1.970 4.519 -4.995
C 1.146 3.384 -4.392
C 1.882 2.748 -3.235
O -0.123 3.915 -4.014
H 2.885 4.154 -5.462
H 2.253 5.259 -4.239
H 1.409 5.079 -5.745
H 0.971 2.603 -5.135
H 2.008 3.450 -2.402
H 2.906 2.424 -3.423
H 1.308 1.921 -2.814
H 0.048 4.797 -3.665
C -3.242 -1.951 -3.613
C -4.026 -0.959 -4.482
C -5.053 -1.632 -5.391
O -4.638 -0.110 -3.534
H -3.903 -2.357 -2.845
H -2.433 -1.467 -3.062
H -2.875 -2.780 -4.222
H -3.334 -0.393 -5.113
H -5.736 -0.886 -5.812
H -5.703 -2.265 -4.784
H -4.632 -2.116 -6.270
H -5.396 -0.497 -3.089

The electronic energy comes out at -4771.461956 Ha. The HOMO energy is -8.49 eV.

Here are the Mulliken charges for atoms 1 to 5, given in e: Cs 1.27; As 2.29; F -0.98; F -0.41; F -0.54

# 4
Molecular formula: C4H7NO
Method: DFT, ωB97M-V/def2-TZVPD

Cartesian coordinates (Å):
C -0.926 -1.964 0.305
N -0.305 -0.599 0.317
C 0.384 -0.045 -0.700
C 0.931 1.185 -0.680
C 0.590 2.174 0.382
O -0.083 2.008 1.356
H -0.782 -2.388 -0.745
H -0.463 -2.605 1.047
H -2.029 -1.933 0.480
H -0.389 0.024 1.103
H 0.543 -0.574 -1.634
H 1.465 1.521 -1.547
H 1.064 3.196 0.317

As for the energy above the lowest of the compared OMol25 structures with the same formula, charge and spin: 1.507 eV. The electronic energy comes out at -286.576284 Ha. The SMILES is CN/C=C\C=O. The HOMO energy is -8.36 eV.

Here are the natural (NBO) charges for atoms 1 to 5, given in e: C -0.40; N -0.58; C 0.11; C -0.49; C 0.40

# 5
Molecular formula: C6H12
Method: DFT, ωB97M-V/def2-TZVPD

Cartesian coordinates (Å):
C 2.062 -0.205 -0.595
C 1.062 0.706 -1.307
C -0.227 0.935 -0.516
C -1.256 -0.132 -0.536
C -2.020 -0.145 0.729
C -0.947 -1.078 1.375
H 1.662 -1.218 -0.474
H 2.315 0.178 0.402
H 2.995 -0.286 -1.164
H 1.536 1.677 -1.493
H 0.801 0.277 -2.280
H -0.856 1.663 -1.067
H -0.011 1.404 0.465
H -0.334 -1.534 0.576
H -2.120 0.805 1.280
H -2.992 -0.641 0.674
H -1.399 -1.906 1.926
H -0.269 -0.500 2.006

As for the energy above the lowest of the compared OMol25 structures with the same formula, charge and spin: 3.795 eV. The electronic energy comes out at -235.678753 Ha. The HOMO energy is -8.19 eV.

Here are the natural (NBO) charges for atoms 1 to 5, given in e: C -0.61; C -0.39; C -0.56; C 0.13; C -0.54

# 6
Molecular formula: C28H41F5N4OP2SiTi
Method: DFT, ωB97M-V/def2-TZVPD

Cartesian coordinates (Å):
Ti -0.104 -0.536 -0.187
C 1.997 2.394 -2.792
P 2.289 1.530 -1.201
C 4.071 1.139 -1.365
C 2.345 2.893 0.009
C 3.116 4.031 -0.236
C 3.262 5.016 0.722
C 2.645 4.869 1.958
C 1.868 3.754 2.211
C 1.693 2.764 1.239
P 0.620 1.343 1.652
C 1.474 0.532 3.037
C -0.802 2.142 2.464
H 2.747 3.161 -2.984
H 1.016 2.870 -2.810
H 2.044 1.668 -3.606
H 4.636 2.028 -1.648
H 4.214 0.375 -2.130
H 4.459 0.770 -0.417
H 3.626 4.143 -1.185
H 3.865 5.890 0.515
H 2.770 5.623 2.723
H 1.404 3.664 3.184
H 1.644 1.248 3.842
H 2.435 0.144 2.704
H 0.869 -0.293 3.411
H -0.473 2.864 3.208
H -1.405 1.389 2.968
H -1.416 2.664 1.730
N -0.988 1.108 -1.372
C -1.034 0.920 -2.853
C -2.026 -0.155 -3.257
C -1.625 -1.558 -2.843
N -1.583 -1.697 -1.364
H -1.924 1.320 -1.036
H -0.426 1.933 -1.170
H -0.029 0.652 -3.181
H -1.302 1.865 -3.325
H -2.114 -0.136 -4.344
H -3.024 0.088 -2.875
H -0.633 -1.801 -3.223
H -2.329 -2.282 -3.254
H -1.331 -2.656 -1.137
H -2.510 -1.553 -0.972
C -3.915 1.249 0.441
C -3.256 0.325 1.422
C -3.793 0.104 2.678
C -3.118 -0.721 3.571
C -1.946 -1.347 3.191
C -1.505 -1.145 1.887
N -2.124 -0.297 1.046
N -0.379 -1.708 1.282
Si 0.190 -3.378 1.744
C -1.321 -4.391 2.157
C 1.373 -3.248 3.168
C 1.004 -4.155 0.258
H -4.928 1.488 0.752
H -3.972 0.797 -0.552
H -3.372 2.196 0.367
H -4.722 0.580 2.958
H -3.512 -0.872 4.568
H -1.399 -1.979 3.873
H -1.759 -4.187 3.131
H -1.017 -5.441 2.161
H -2.108 -4.293 1.406
H 0.914 -2.831 4.066
H 2.244 -2.643 2.914
H 1.733 -4.248 3.428
H 0.523 -3.933 -0.697
H 0.952 -5.238 0.390
H 2.060 -3.900 0.169
F 6.132 -3.267 -1.892
C 4.902 -2.812 -1.749
C 4.500 -2.266 -0.538
F 5.343 -2.189 0.482
C 3.213 -1.785 -0.410
F 2.798 -1.252 0.755
C 2.304 -1.841 -1.453
O 1.051 -1.388 -1.293
C 2.718 -2.390 -2.659
F 1.857 -2.453 -3.675
C 4.008 -2.872 -2.811
F 4.390 -3.389 -3.965

As for the energy above the lowest of the compared OMol25 structures with the same formula, charge and spin: 0.376 eV. The electronic energy comes out at -3706.500196 Ha. The HOMO energy is -14.01 eV. The net charge is +2.

Here are the Mulliken charges for atoms 1 to 5, given in e: Ti -0.21; C -1.65; P 1.44; C -1.38; C 0.61

# 7
Molecular formula: C4H5BrCl2O
Method: DFT, ωB97M-V/def2-TZVPD

Cartesian coordinates (Å):
C 1.091 -1.873 0.089
C -1.277 1.224 0.111
C -0.931 -0.256 -0.073
C 0.526 -0.605 -0.259
O 2.288 -2.113 0.046
Cl -0.163 -3.140 0.069
Cl 3.041 2.680 0.499
Br 1.793 0.669 -0.665
H -2.309 1.561 0.311
H -0.603 1.806 0.853
H -1.086 1.634 -0.870
H -1.151 -0.802 0.781
H -1.218 -0.785 -0.893

As for the energy above the lowest of the compared OMol25 structures with the same formula, charge and spin: 3.585 eV. The electronic energy comes out at -3724.930942 Ha. The HOMO energy (spin up / spin down) is -9.57 / -10.64 eV.

Here are the natural (NBO) charges for atoms 1 to 5, given in e: C 0.40; C -0.63; C -0.47; C -0.08; O -0.46

# 8
Molecular formula: C29H26N8OS2Ti
Method: DFT, ωB97M-V/def2-TZVPD

Cartesian coordinates (Å):
Ti -0.803 -0.601 0.305
C 0.116 0.237 4.919
C 1.424 0.677 4.802
C 2.166 0.298 3.696
C 1.560 -0.515 2.749
N 0.302 -0.939 2.857
C -0.406 -0.561 3.913
C 2.239 -0.953 1.504
C 3.618 -1.016 1.356
C 4.136 -1.519 0.175
C 3.283 -2.015 -0.795
C 1.917 -1.950 -0.562
N 1.421 -1.361 0.531
C 0.896 -2.554 -1.458
C 1.229 -3.288 -2.586
C 0.213 -3.841 -3.346
C -1.099 -3.659 -2.950
C -1.348 -2.922 -1.805
N -0.375 -2.379 -1.072
H -0.501 0.525 5.759
H 1.855 1.328 5.552
H 3.173 0.663 3.555
H -1.441 -0.882 3.926
H 4.270 -0.693 2.154
H 5.206 -1.554 0.022
H 3.675 -2.432 -1.710
H 2.259 -3.414 -2.879
H 0.448 -4.407 -4.238
H -1.926 -4.070 -3.512
H -2.358 -2.744 -1.463
N -2.270 3.130 2.290
C -1.948 1.889 1.765
S -0.323 1.686 1.106
N -2.809 0.938 1.812
N -2.220 -0.281 1.483
C -2.774 -1.264 0.680
C -3.634 -0.856 -0.459
C -4.973 -1.172 -0.638
C -5.657 -0.734 -1.766
C -4.997 0.025 -2.724
C -3.653 0.345 -2.573
C -2.978 -0.101 -1.442
O -1.660 0.123 -1.255
H -1.826 3.914 1.841
H -3.259 3.249 2.455
H -3.012 -2.213 1.163
H -5.483 -1.762 0.116
H -6.702 -0.983 -1.897
H -5.529 0.359 -3.606
H -3.118 0.896 -3.336
C -1.942 3.639 -1.769
C -0.649 3.416 -2.480
C 0.113 4.396 -3.047
C 1.301 4.003 -3.698
N 1.720 2.757 -3.741
C 0.990 1.791 -3.132
S 1.486 0.193 -3.034
N -0.207 2.148 -2.560
C 2.161 5.033 -4.366
H -2.204 4.694 -1.771
H -1.843 3.277 -0.743
H -2.745 3.063 -2.231
H -0.198 5.430 -3.013
H -0.767 1.394 -2.139
H 2.693 5.613 -3.609
H 1.556 5.728 -4.948
H 2.890 4.545 -5.006

As for the energy above the lowest of the compared OMol25 structures with the same formula, charge and spin: 0.053 eV. The electronic energy comes out at -3279.967605 Ha. The HOMO energy is -6.78 eV.

Here are the natural (NBO) charges for atoms 1 to 5, given in e: Ti 1.58; C -0.24; C -0.15; C -0.22; C 0.17

# 9
Molecular formula: C5H9N2O
Method: DFT, ωB97M-V/def2-TZVPD

Cartesian coordinates (Å):
C -1.952 0.486 -0.408
C -1.290 -0.824 0.075
C 1.196 -0.867 -0.175
C 1.748 0.523 -0.619
C -0.129 1.203 0.564
N -1.179 1.426 -0.183
N -0.115 -0.446 0.689
O 1.096 1.503 0.191
H -2.817 0.670 -0.998
H -2.023 -1.418 0.752
H -1.091 -1.639 -0.611
H 0.833 -1.475 -1.047
H 1.811 -1.532 0.553
H 2.882 0.605 -0.437
H 1.478 0.762 -1.641
H -0.521 1.779 1.734
H 0.071 -0.756 1.563

As for the energy above the lowest of the compared OMol25 structures with the same formula, charge and spin: 3.847 eV. The electronic energy comes out at -380.310445 Ha. The HOMO energy is -15.14 eV. The net charge is +1.

Here are the natural (NBO) charges for atoms 1 to 5, given in e: C 0.17; C -0.34; C -0.24; C -0.11; C 0.44

# 10
Molecular formula: CH3NS2
Method: DFT, ωB97M-V/def2-TZVPD

Cartesian coordinates (Å):
S -0.253 2.450 0.712
C 0.230 0.891 0.321
N -0.541 -0.206 -0.265
S 0.513 -1.562 -0.895
H 1.231 0.496 0.901
H -1.300 0.377 -0.686
H 0.121 -2.446 -0.086

As for the energy above the lowest of the compared OMol25 structures with the same formula, charge and spin: 1.939 eV. The electronic energy comes out at -890.957061 Ha. The SMILES is S=CNS. The HOMO energy is -8.91 eV.

Here are the natural (NBO) charges for atoms 1 to 5, given in e: S -0.07; C -0.11; N -0.76; S 0.21; H 0.21